53
Properties=species:S:1:pos:R:3:nbo_charge:R:1 method="wB97M-V/def2-TZVPD" lumo_energy_ev=4.8 homo_ev=0.4 total_charge=-2 relative_energy_kcal_mol=39.2
Pd -0.1152 -1.3422 -1.0769 0.0616
S -1.6629 -3.7344 -2.8326 -0.4482
Si 2.0691 0.5612 -1.5422 1.8139
O 1.9344 -0.4117 3.8063 -0.5464
N 0.0222 -2.1234 2.5708 -0.4783
N 0.8762 0.8390 -0.3904 -1.1947
N 0.6118 -3.0313 0.3076 -0.3976
N -2.3822 -1.2402 -2.2372 -0.5185
C -4.6451 -0.5060 -1.8753 -0.3570
C -1.9677 2.8532 0.7581 -0.1995
C -4.1931 -2.8011 -2.3750 -0.3026
C -2.8015 -2.5130 -2.4619 0.0649
C -5.0981 -1.8123 -2.0808 -0.2014
C -3.2795 -0.2957 -1.9709 0.0425
C 2.1837 -1.7968 3.7016 -0.0866
C 0.1745 1.9089 -0.0004 0.2124
C 1.2023 0.0430 2.6546 -0.1121
C 3.2495 -0.8188 -1.0123 -1.1251
C 0.3452 -2.6412 1.3675 0.3860
C -0.1426 -0.6490 2.5683 -0.2403
C 3.2737 2.0463 -1.8015 -1.1327
C -0.0357 4.2494 0.7309 -0.2280
C -1.2189 1.7972 0.2768 -0.3177
C -1.3963 4.1017 0.9981 -0.3543
C 1.4307 0.2227 -3.2887 -1.1342
C 0.8745 -2.5721 3.6759 -0.2288
C 0.7279 3.2015 0.2521 -0.2799
H 2.7482 -1.7885 -0.9973 0.2568
H -1.9880 4.9278 1.3758 0.1796
H 0.3289 -2.3912 4.6069 0.1861
H -4.5116 -3.8210 -2.5442 0.2037
H 2.7501 2.9200 -2.1984 0.2136
H 2.2368 -0.1402 -3.9366 0.2043
H 3.7453 2.3388 -0.8579 0.2059
H 0.4451 5.2088 0.9076 0.1777
H -0.7655 -0.3941 3.4312 0.1804
H -0.6474 -0.3717 1.6452 0.2711
H 1.7642 -0.1422 1.7344 0.2181
H 1.0488 -3.6441 3.5716 0.2046
H 2.7866 -2.0854 4.5668 0.1711
H 4.1059 -0.8646 -1.6928 0.2021
H 1.0770 1.1204 2.7611 0.2087
H -6.1565 -2.0493 -2.0089 0.1797
H -1.6781 0.8345 0.0699 0.2231
H 4.0698 1.7834 -2.5069 0.2027
H -2.8687 0.6992 -1.8183 0.1884
H 2.7516 -2.0149 2.7857 0.1772
H -5.3160 0.3120 -1.6439 0.1886
H 1.7863 3.3479 0.0753 0.1901
H -3.0279 2.6982 0.9405 0.1854
H 0.6380 -0.5356 -3.2497 0.2618
H 3.6276 -0.6131 -0.0050 0.2085
H 1.0127 1.1302 -3.7347 0.2129

50
Properties=species:S:1:pos:R:3:nbo_charge:R:1 method="wB97M-V/def2-TZVPD" lumo_energy_ev=-4.1 homo_ev=-10.2 total_charge=+1
O 3.9023 0.5245 -2.7562 -0.4752
O -5.9988 0.6802 -1.6611 -0.4899
N 1.3863 -1.9952 2.5496 -0.5032
C -3.7204 1.5231 -1.9309 -0.3304
C -2.4104 1.5163 -1.4253 -0.1326
C -4.4421 0.3328 0.0806 -0.2582
C 0.3759 0.4155 -1.9154 -0.1921
C 2.1476 -2.0927 1.2641 -0.4135
C 2.7068 0.7460 -2.1701 0.3158
C 0.4569 0.8742 -0.5755 -0.0767
C 1.8802 -0.8473 3.3678 -0.4048
C 2.7916 1.3036 -0.8804 -0.1094
C -0.6606 0.6612 0.3748 -0.4089
C -4.7494 0.8715 -1.2033 0.3319
C 4.2328 1.5653 -0.5811 -0.4549
C 1.4712 -3.2500 3.3085 -0.4355
C -2.0725 0.8485 -0.2113 -0.0818
C 4.9536 0.9878 -1.8037 -0.0634
C 1.6699 1.3534 -0.0709 -0.1757
C -6.4062 1.2263 -2.9347 -0.2589
C 1.4876 0.3490 -2.7248 -0.2563
C -3.1460 0.3608 0.5518 -0.1852
B -0.0883 -1.9360 2.3308 0.6034
H 1.7057 1.8384 0.8992 0.2018
H 5.5546 1.7321 -2.3207 0.2040
H -1.6598 2.0657 -2.0082 0.2139
H -5.7807 0.8399 -3.7625 0.1835
H 4.4354 2.6388 -0.4813 0.2324
H -2.9231 -0.0036 1.5528 0.1945
H 1.0976 -4.0753 2.7099 0.2508
H 1.9919 -1.1937 0.6573 0.2624
H 1.7365 0.1005 2.8367 0.2454
H 1.3261 -0.8403 4.3064 0.2358
H 2.5108 -3.3973 3.5278 0.2472
H -0.6122 0.1752 -2.3407 0.2374
H -3.9464 1.9881 -2.8849 0.2267
H 0.9082 -3.1621 4.2326 0.2464
H -5.2327 -0.1283 0.6359 0.2288
H 1.4471 -0.0236 -3.7352 0.2377
H -0.6199 1.2966 1.2753 0.2147
H -6.3680 2.3322 -2.9248 0.1867
H -0.5402 -0.2420 0.8193 0.1727
H -0.8011 -1.2916 3.0943 -0.0371
H -7.4356 0.8946 -3.0652 0.2119
H 2.9295 -1.0356 3.5479 0.2247
H 3.1875 -2.2027 1.5345 0.2232
H -0.5929 -2.5517 1.3880 -0.0280
H 5.5675 0.1268 -1.5504 0.1894
H 1.7914 -2.9723 0.7290 0.2379
H 4.5549 1.0722 0.3437 0.2106

63
Properties=species:S:1:pos:R:3:nbo_charge:R:1 method="wB97M-V/def2-TZVPD" smiles="COCCCCC[C@@](C#N)(C[C@H](C)I)[C@@](I)(C#N)P(=O)(O)O.O=C1OC[C@@H](F)O1.O=C1OC[C@@H](F)O1" lumo_energy_ev=-1.2 homo_ev=-9.3 relative_energy_kcal_mol=114.3
I 4.1679 -1.4268 2.0999 0.3060
I 2.4684 -2.2673 -3.6345 0.0604
P 3.7269 -4.7225 2.1199 2.2077
F -3.3714 6.7177 -0.0410 -0.3301
F -1.1730 5.4462 -1.2440 -0.3301
O -5.6492 9.4585 -2.6893 -0.5553
O -4.6881 8.2487 -1.0093 -0.4796
O 5.0898 -4.9217 1.3489 -1.0188
O 1.7145 4.1694 0.0578 -0.4695
O -4.6477 7.4486 -3.1231 -0.4732
O -0.3690 3.4929 -0.5002 -0.4804
O 1.1832 1.9464 0.1393 -0.5682
O -3.0460 -2.5816 0.1849 -0.5770
O 2.6561 -6.1054 1.8080 -0.9438
O 4.1281 -4.8624 3.8452 -0.9380
N -0.6909 -4.2708 1.1951 -0.3127
N 0.7996 -2.8401 3.9690 -0.2672
C -0.9564 -0.3716 -0.2372 -0.4297
C 1.5655 -1.4841 0.0512 -0.4622
C 1.0158 5.3005 -0.4223 -0.1330
C 0.4427 -3.7225 0.8341 0.2636
C 0.8690 3.1035 -0.0848 0.9660
C -3.8726 6.5768 -2.3249 -0.1333
C 1.9165 -3.0486 0.3885 -0.1227
C 2.3979 -3.9623 -0.8609 -0.4953
C 4.6811 -2.4534 -1.3546 -0.6860
C 3.4413 -3.3387 -1.9336 -0.2957
C -3.9152 -3.7297 0.5479 -0.2717
C -0.4085 4.8847 -0.2806 0.4414
C -5.0443 8.4712 -2.3055 0.9548
C 2.7975 -3.1035 1.7598 -0.5988
C -2.7951 -1.7098 1.3415 -0.0672
C 1.6764 -2.9693 3.0006 0.2015
C -1.4187 -0.8223 1.2638 -0.4403
C 0.2590 -1.2401 -0.9056 -0.4319
C -4.3599 6.8792 -0.9490 0.4413
H 0.6520 -0.5825 -1.8232 0.2321
H 1.2511 6.1878 0.1715 0.2134
H 2.8111 -5.0441 -0.5713 0.2752
H -0.8401 5.0899 0.7049 0.1635
H 5.0725 -2.9763 -0.3838 0.2518
H -2.7620 -2.2864 2.3835 0.1872
H 2.4994 -0.9334 -0.4434 0.2540
H -2.8109 6.8095 -2.4590 0.2075
H -4.9635 -3.6577 -0.0174 0.1820
H 1.3008 5.4883 -1.4629 0.2060
H -1.9069 -0.5173 -0.9446 0.2263
H 3.8978 -4.0134 4.3246 0.5061
H -0.5864 -1.3649 1.9017 0.2136
H 2.0966 -6.2903 2.6201 0.5159
H -3.3740 -4.7239 0.2373 0.2047
H 3.9483 -4.2759 -2.4771 0.2496
H -0.1557 -2.2303 -1.4280 0.2315
H -3.7150 -0.9562 1.4437 0.1630
H 4.4865 -1.3038 -1.2499 0.2265
H -1.6488 0.1881 1.8578 0.2122
H -5.2408 6.3023 -0.6480 0.1565
H -4.1730 -3.7950 1.6878 0.1857
H -4.0413 5.5338 -2.6060 0.2112
H 5.5666 -2.5542 -2.1500 0.2350
H 1.4047 -4.2093 -1.4815 0.2703
H -0.7152 0.7885 -0.2913 0.2332
H 1.3554 -0.8632 1.0494 0.2550